{
  "formula": "C33H85AsF6KN7O7",
  "method": "the ωB97M-V functional and the def2-TZVPD basis",
  "symbols": ["K", "As", "F", "F", "F", "F", "F", "F", "C", "C", "C", "C", "C", "C", "N", "O", "C", "C", "C", "H", "H", "H", "H", "H", "H", "H", "H", "H", "H", "H", "H", "H", "H", "H", "H", "H", "H", "H", "C", "C", "C", "O", "C", "N", "H", "H", "H", "H", "H", "H", "H", "H", "H", "H", "H", "C", "C", "C", "O", "C", "N", "H", "H", "H", "H", "H", "H", "H", "H", "H", "H", "H", "C", "C", "C", "O", "C", "N", "H", "H", "H", "H", "H", "H", "H", "H", "H", "H", "H", "C", "C", "C", "O", "C", "N", "H", "H", "H", "H", "H", "H", "H", "H", "H", "H", "H", "C", "C", "C", "O", "C", "N", "H", "H", "H", "H", "H", "H", "H", "H", "H", "H", "H", "C", "C", "C", "O", "C", "N", "H", "H", "H", "H", "H", "H", "H", "H", "H", "H", "H"],
  "xyz": [[3.703691, 0.547180, 1.631496], [0.208085, 1.012964, -0.706271], [1.777249, 0.308793, -0.201956], [-0.633148, -0.505781, -0.465817], [-1.357551, 1.698472, -1.131643], [1.010520, 2.543756, -0.988392], [0.525477, 0.600137, -2.366512], [-0.115044, 1.579963, 0.906581], [-3.909992, -3.141398, 5.347487], [-2.566626, -2.715182, 4.646076], [-2.329567, -3.552647, 3.379495], [-3.091897, -3.117067, 2.104036], [-3.083746, -1.607088, 1.854106], [-3.325612, -0.797454, 3.155092], [-2.594054, -1.293812, 4.344116], [-2.773859, -0.495186, 5.470821], [-2.875394, 0.617801, 2.863175], [-4.845207, -0.693653, 3.392470], [-1.450767, -3.001594, 5.663460], [-4.157281, -2.470816, 6.168976], [-3.920084, -4.133043, 5.811895], [-4.696327, -3.233441, 4.597277], [-1.277561, -3.568715, 3.085811], [-2.643002, -4.581573, 3.562316], [-4.136041, -3.444274, 2.090736], [-2.590037, -3.688354, 1.320167], [-3.779876, -1.412680, 1.040534], [-2.060113, -1.395273, 1.532654], [-3.267728, 1.261533, 3.657200], [-1.818272, 0.804358, 2.668225], [-3.388529, 1.028351, 1.989377], [-5.288690, -0.080210, 2.609966], [-5.280529, -1.688736, 3.276579], [-5.026943, -0.355732, 4.411487], [-1.612058, -2.824853, 6.724625], [-0.534211, -2.465539, 5.387022], [-1.117814, -4.036625, 5.534450], [-1.997036, 0.086026, 5.456289], [2.333224, 4.629569, -4.764585], [2.657863, 3.169890, -5.074924], [1.960461, 2.673331, -6.319482], [2.567020, 1.487103, -6.796282], [1.691907, 0.744252, -7.633753], [4.140976, 2.996885, -5.196380], [2.467124, 5.254382, -5.649727], [2.867805, 4.957295, -3.872340], [1.289904, 4.772506, -4.461551], [2.368345, 2.579715, -4.206491], [1.915945, 3.470337, -7.069006], [0.953881, 2.414614, -5.968472], [0.914380, 0.400055, -6.946336], [2.143510, -0.123856, -8.111189], [1.398202, 1.368469, -8.485014], [4.371716, 3.825226, -5.754963], [4.474990, 3.321534, -4.288004], [-2.757059, -0.749758, -3.891276], [-1.510552, -1.600160, -3.897235], [-1.723361, -2.716815, -2.822998], [-2.910017, -3.408333, -3.178553], [-3.540244, -4.112955, -2.124011], [-1.249835, -2.055368, -5.267152], [-3.671833, -1.326000, -4.038896], [-2.791129, -0.086617, -4.762691], [-2.835488, -0.087159, -3.029117], [-0.659012, -0.990012, -3.590197], [-1.837147, -2.312152, -1.811394], [-0.858740, -3.387296, -2.727091], [-2.901639, -4.928528, -1.760821], [-4.513912, -4.437220, -2.471845], [-3.588790, -3.536682, -1.192465], [-2.159684, -2.444452, -5.516584], [-0.621287, -2.853928, -5.232803], [-2.976418, 3.598073, -2.983635], [-2.880793, 4.732253, -1.962832], [-2.936176, 4.318168, -0.527088], [-4.295071, 3.953168, -0.169876], [-4.433610, 3.856050, 1.245367], [-1.577265, 5.411768, -2.203922], [-2.129757, 2.921348, -2.835507], [-2.970411, 3.956715, -4.009394], [-3.853799, 2.980682, -2.782371], [-3.719285, 5.419129, -2.103388], [-2.709428, 5.121580, 0.178759], [-2.363052, 3.394723, -0.384927], [-4.601302, 4.865277, 1.630230], [-3.482941, 3.409251, 1.551374], [-5.253686, 3.185247, 1.493401], [-0.800659, 4.771714, -2.100172], [-1.513702, 6.153900, -1.517411], [-0.094725, 2.950980, 4.479890], [1.082250, 1.952864, 4.398513], [0.676185, 0.509631, 4.771931], [-0.218569, 0.469992, 5.899083], [0.314032, 0.170589, 7.155854], [1.668559, 2.017087, 3.056106], [-0.886191, 2.767045, 3.753010], [0.236583, 3.960431, 4.217476], [-0.501178, 3.037437, 5.487924], [1.926632, 2.240422, 5.030292], [1.614378, -0.019674, 4.939547], [-0.015957, 0.037345, 4.070991], [0.616814, -0.858195, 7.368294], [-0.431881, 0.535286, 7.866037], [1.167884, 0.842986, 7.326691], [1.829430, 2.987108, 2.798607], [0.994602, 1.767041, 2.351740], [4.248252, -0.606328, 5.035783], [4.675484, -1.809688, 4.141557], [3.498440, -2.556320, 3.494648], [2.762553, -1.750117, 2.588913], [1.686126, -2.384256, 1.912307], [5.702254, -1.388168, 3.178054], [4.012377, 0.355622, 4.571703], [5.091069, -0.353299, 5.682619], [3.374692, -0.863696, 5.632421], [5.135024, -2.524956, 4.830577], [2.836853, -3.030064, 4.228556], [3.885981, -3.455207, 2.994985], [1.959606, -3.414838, 1.685567], [1.337701, -1.693995, 1.145698], [0.801012, -2.400756, 2.565010], [6.266857, -2.188072, 2.902122], [6.390153, -0.869528, 3.721296], [3.202522, -1.848583, -2.589947], [3.912681, -1.219897, -3.811216], [3.794123, -1.877963, -5.167649], [4.498102, -1.139784, -6.177709], [4.548602, -1.879595, -7.357375], [3.573976, 0.213264, -3.940224], [2.119857, -1.756889, -2.525992], [3.615624, -1.425255, -1.664783], [3.533473, -2.877428, -2.393976], [4.994784, -1.204075, -3.630176], [2.748283, -1.823784, -5.499657], [4.056926, -2.936785, -5.085911], [3.565385, -2.015530, -7.824655], [4.953727, -2.883962, -7.164240], [5.245258, -1.361063, -8.017586], [2.576204, 0.229878, -3.812887], [3.846573, 0.627248, -3.048152]],
  "forces_ev_per_a": [[-0.130, -0.122, -0.044], [-1.141, 0.710, -1.330], [-0.698, 0.167, 0.082], [0.942, 0.404, 0.334], [0.911, -0.377, -0.074], [-0.026, -0.428, 0.140], [0.101, -0.121, 0.542], [0.178, -0.611, 0.301], [0.092, -0.605, -0.479], [-1.170, -0.436, 1.776], [-0.648, 0.503, -0.622], [-0.333, -0.161, 0.516], [1.675, -1.352, 1.058], [-1.006, 0.548, -0.578], [1.423, -0.496, -2.279], [-0.613, 0.115, 0.151], [-0.495, 1.235, 0.064], [0.239, -1.014, -0.070], [1.370, -0.365, -0.764], [-0.139, 0.349, -0.348], [0.668, -0.101, -0.116], [-0.217, 0.478, 0.171], [0.180, 0.114, 0.391], [0.258, -0.053, 0.331], [0.044, -0.256, 0.342], [-0.213, 0.292, -0.407], [-0.035, 0.626, 0.212], [-0.095, 0.417, -0.290], [0.513, 0.107, 0.198], [0.110, -0.383, 0.314], [-0.016, -0.415, -0.227], [-0.121, 0.286, 0.283], [-0.171, 0.056, 0.138], [-0.245, 0.295, -0.166], [-0.538, 0.165, -0.131], [-0.172, 0.381, -0.040], [-0.404, -0.207, 0.257], [0.062, -0.206, 0.310], [-1.200, -0.271, 0.210], [1.291, 0.008, 0.561], [-0.275, -0.904, 0.591], [0.549, 0.094, -0.492], [0.150, 0.575, 0.508], [-0.621, 1.371, -0.009], [0.426, 0.198, 0.207], [0.450, 0.187, -0.336], [-0.173, -0.194, -0.235], [-0.195, -0.256, -0.119], [-0.022, -0.090, -0.294], [-0.359, 0.293, -0.417], [-0.704, -0.048, -0.750], [0.637, -0.008, 0.520], [-0.727, 0.028, 0.225], [0.485, -0.362, -0.347], [0.232, -0.390, 0.074], [-0.545, 1.059, -0.916], [0.226, -0.045, 1.083], [-0.072, 0.212, -0.291], [-0.132, -0.362, 0.222], [1.283, 0.189, 0.386], [-0.767, -0.562, 0.529], [0.102, -0.262, 0.495], [0.480, 0.100, 0.034], [-0.025, -0.296, 0.214], [-0.036, -0.072, 0.171], [-0.097, 0.496, -0.117], [0.016, -0.241, -0.416], [-0.195, -0.570, -0.549], [-0.007, -0.127, 0.110], [-0.548, 0.642, -0.249], [0.270, -0.177, -0.586], [0.072, 0.040, -0.098], [-0.058, -0.503, 0.872], [0.923, 0.267, -0.829], [-1.723, -1.382, 0.839], [-0.429, -0.031, -0.425], [0.743, -0.120, -1.311], [-1.121, 0.497, -0.102], [0.033, 0.161, -0.174], [-0.102, 0.146, 0.044], [-0.165, 0.139, -0.191], [0.246, 0.303, -0.262], [0.755, 0.159, -0.300], [0.494, 0.543, 0.303], [0.119, -0.133, 0.478], [-0.192, 0.135, 0.930], [-0.086, 0.099, -0.055], [-0.035, -0.118, 0.210], [0.492, 0.020, -0.057], [0.467, 0.413, 0.434], [-0.778, 0.658, -0.397], [-0.861, 0.508, 0.181], [0.435, -0.170, -0.335], [0.429, 1.632, 0.700], [0.674, -0.399, -0.480], [-0.043, -0.558, 0.133], [0.342, -0.052, 0.072], [-0.183, -0.229, -0.080], [-0.394, 0.204, 0.541], [-0.372, -0.566, -0.019], [0.868, 0.015, -0.932], [-0.266, -0.129, -0.418], [-0.026, -0.538, 0.136], [0.225, -0.311, 0.110], [0.189, 0.120, 0.433], [-0.507, -0.475, -0.109], [0.406, -0.218, -0.185], [-0.750, 0.396, 0.548], [0.039, -0.520, -0.372], [0.806, 0.457, 0.257], [-0.772, 0.388, 1.315], [0.273, 0.268, 0.070], [-0.109, -0.305, -0.651], [-0.110, -0.192, 0.267], [0.202, -0.151, 0.190], [-0.303, -0.186, 0.141], [-0.099, 0.586, 0.459], [0.245, 0.192, -0.475], [-0.124, 0.148, -0.745], [0.548, -0.535, -0.691], [0.170, -0.349, 0.311], [-0.396, -0.170, -0.341], [-0.141, 0.336, -0.113], [1.255, -0.797, 0.315], [0.889, 1.123, 0.293], [-1.442, 0.726, -0.491], [0.177, -0.810, 1.358], [0.500, -0.331, -0.139], [-0.101, -0.564, 0.899], [-0.031, -0.003, -0.379], [-0.197, 0.706, -0.260], [-0.482, -0.309, -0.627], [-0.001, -0.271, 0.284], [-0.293, -0.337, 0.226], [0.416, -0.030, -0.295], [-0.018, 0.177, -0.048], [0.015, -0.011, -0.112], [-0.268, -0.018, -0.165], [-0.845, 0.302, -0.481], [0.343, 0.202, -0.166]],
  "homo_ev": -7.9538,
  "lumo_energy_ev": -0.74
}